102
Properties=species:S:1:pos:R:3:mulliken_charge:R:1 method="wB97M-V/def2-TZVPD" mol_weight_da=914.7 max_force_ev_per_a=2.5 total_energy_ev=-112714.2835 homo_ev=-6.7 gap_ev=7.3 spin_multiplicity=1 lumo_ev=0.55 charge=0
H 5.9771 -3.1349 -0.2167 0.43
H 2.5973 -2.1011 -3.7547 0.78
H -3.6492 4.8671 -3.5556 0.42
C -4.7784 0.3989 -3.2549 -1.19
H 4.5959 -1.7216 1.6968 0.21
C 5.3308 -2.2593 -0.2732 -0.96
H 0.6329 1.6709 1.0079 -1.16
N -3.7873 -0.9141 -1.4375 0.05
C 0.0963 -1.8387 4.1787 -0.42
H -3.2944 2.9838 2.5972 0.52
H 0.5156 -4.7240 0.7289 0.48
H -4.3351 -3.2511 2.0854 0.45
H -0.4908 -0.6934 2.3890 -0.54
H 4.0490 -3.3038 1.1423 0.29
N -1.5141 1.6517 -3.3802 -0.21
C 2.2626 -4.0539 -4.6252 -0.92
C 3.4408 2.3974 2.6593 -0.80
C 0.3616 -0.8701 3.0420 0.50
Sr -1.1895 -0.5829 -1.5973 1.99
H -0.0646 -4.5181 -0.9368 0.24
H -0.3030 3.8049 -0.3367 0.45
H 0.7510 -3.1760 -0.1200 -0.35
O 0.7312 -0.5645 0.0144 0.40
C 1.2510 -4.9954 -4.8660 -0.22
O -1.8355 0.6015 1.0889 -0.15
C -0.9399 6.9833 3.0256 -1.49
C 1.4923 -2.3319 4.5291 -0.96
H 4.0647 3.0065 2.0035 0.34
C 4.5294 -2.1792 -1.5647 -0.60
C -0.8392 4.0934 0.5590 -0.01
H -5.5909 0.0126 -3.8721 0.50
H 3.3614 0.2814 3.1338 0.14
C -3.4339 -3.2041 1.5070 -0.38
H -0.5237 -2.6677 3.8235 0.08
N -1.4995 1.6392 -1.0695 0.01
C -0.5691 5.2971 1.1933 -0.94
C 0.0711 -4.0214 0.0263 -0.45
C -1.2517 5.6827 2.3398 1.14
S -6.1570 -0.1948 -0.8863 -0.28
H -2.7872 5.1118 3.7254 0.33
C -4.8016 -0.2484 -1.9101 0.70
N 2.5138 0.7370 1.2453 0.45
C 1.6769 1.9473 1.1334 1.05
H -4.8772 1.4823 -3.1794 0.26
H -0.0187 6.9142 3.6049 0.27
C -2.7187 3.4307 -2.2839 -0.30
C 1.9697 2.7115 2.4155 -0.60
H -3.0680 3.8857 -1.3676 0.40
C 4.2629 -2.2819 0.8226 -0.26
H -0.4124 -1.3618 5.0140 0.43
H -0.8092 7.7882 2.3039 0.36
C -5.3342 -1.1388 0.2661 -0.56
C 3.3814 -1.2632 -1.1872 0.22
H 5.1110 -1.7809 -2.3959 0.45
O -3.7278 1.9039 0.1662 -0.72
H 1.3601 2.3226 3.2335 0.27
H -1.5094 1.6720 -5.4250 0.37
H 2.0060 -1.5899 5.1440 0.29
C -1.8089 3.2541 1.0757 -0.21
N 1.4620 -1.5202 2.3012 1.16
O 0.4388 -1.5552 -2.8843 -0.85
N 3.0634 -1.6869 0.1931 0.57
C -4.0970 -1.4437 -0.1882 -0.48
N 0.6532 -2.6749 -3.5503 0.24
H 3.2829 -4.1997 -4.9422 0.43
C -1.8679 2.1952 -4.5473 -0.57
P 1.9049 -0.7638 0.9107 -2.40
C -2.5200 3.6300 2.2109 -1.09
C 3.5541 0.9215 2.2652 -0.34
S -2.2939 1.7415 0.2998 1.28
H -2.8608 3.7237 -5.6544 0.41
C -2.6237 3.3388 -4.6757 -0.57
C -3.1465 -2.3889 0.4601 -0.59
C -3.0507 3.9657 -3.5079 -0.74
C -0.3951 -3.5255 -3.8052 0.28
H -5.7895 -1.4275 1.1934 0.46
H 0.6894 0.0990 3.4364 -0.21
H 1.7640 3.7767 2.3166 0.39
C 1.9191 -2.9062 -3.9750 -0.38
H 0.1889 5.9514 0.7819 0.39
H -0.8276 -5.4193 -4.6696 0.43
H 3.6982 -0.2136 -1.2012 0.26
H 4.5443 0.6748 1.8790 0.23
H 5.9591 -1.3720 -0.1740 0.32
H 2.4922 -1.3622 -1.8058 -0.65
S -2.1305 -4.2763 1.7682 -0.24
H 1.4753 -5.9230 -5.3718 0.38
C 2.1919 -2.4578 3.1729 -0.24
H 3.2492 -2.2097 3.2644 0.20
H -3.8328 0.1653 -3.7425 0.17
N -1.8958 -2.5755 -0.0909 0.85
S -1.9806 -3.1315 -3.3451 -0.35
H 2.1223 -3.4751 2.7789 0.28
H 1.9772 2.5319 0.2584 0.28
H 3.7611 2.5716 3.6854 0.39
H 4.1538 -3.1645 -1.8458 0.27
C -2.2333 4.8282 2.8379 -0.92
C -1.9472 2.2666 -2.2669 0.19
C -1.2609 -3.5415 0.4956 0.11
C -0.0247 -4.7233 -4.4736 -0.79
H -1.7362 7.2661 3.7105 0.39
H 1.4959 -3.2768 5.0713 0.46

106
Properties=species:S:1:pos:R:3:mulliken_charge:R:1 method="wB97M-V/def2-TZVPD" mol_weight_da=897.4 max_force_ev_per_a=1.9 total_energy_ev=-162531.0257 homo_ev="-10.3 / -10.3" s2=0.83 gap_ev="6.1 / 6.1" spin_multiplicity=2 lumo_ev="-4.26 / -4.23" charge=+1
V 0.6921 -0.2550 -0.5495 -0.66
N 1.8834 -1.6017 -1.5520 1.94
C 0.5008 -3.7483 1.4592 0.87
H -4.6234 -2.9706 1.3080 0.50
C 4.0184 -0.9986 1.2482 -1.46
F 1.5789 -3.6855 -3.2571 -0.33
H -4.2321 2.3012 2.5455 0.39
H -3.2532 -0.0827 -2.8485 0.21
H -2.6105 -1.0757 -4.1557 0.47
H 0.7493 -6.9911 2.2788 0.44
H -0.5108 -5.5185 0.7411 0.52
C -2.9305 -1.0874 -3.1117 -2.21
C 3.0488 1.0263 2.3580 -1.06
H -3.4899 0.2111 -0.1474 -0.05
Se -0.4061 -2.4002 0.4442 -0.05
C -2.0049 -2.6852 3.4303 -0.44
C 1.4240 -3.2559 2.3666 0.01
H 2.0325 1.7719 -4.3442 0.43
N 1.9754 0.1039 0.3678 0.80
C -1.2710 -2.9132 -2.2459 0.61
C 3.7580 -1.8254 -3.1253 -2.38
H 3.6895 1.2226 -4.0195 0.43
C 2.0387 -4.1571 3.2214 -1.19
H 1.6514 -2.1994 2.3983 0.70
O 0.6132 1.8728 -2.4307 -0.62
C -3.4052 1.7558 3.0074 -2.17
C 2.6482 0.9023 -4.1346 -2.07
N -0.9282 2.9251 0.4873 1.05
O 2.1614 -2.8473 -1.0978 -0.44
B 1.6817 -4.0264 -1.9112 0.69
H 1.6957 2.6920 0.5707 -0.36
C -1.7098 2.9663 1.4831 0.79
O 0.2367 -4.3858 -1.4491 -0.63
H -0.8822 0.0386 4.5534 0.46
H -2.5838 -4.2004 -3.2675 0.42
O -1.2520 0.5883 -1.4395 -0.45
H 0.6470 7.2691 -2.0794 0.42
H 2.7597 -3.8167 3.9593 0.46
H -1.9669 4.2032 3.2286 0.55
H -3.1170 2.3167 3.8981 0.46
C -1.4463 4.8365 -0.9513 1.66
C 1.2153 5.6679 -0.7620 -0.99
C 0.3187 6.3874 -1.5403 -1.06
C -3.7609 -2.5316 1.8039 -0.87
F 2.4536 -5.1007 -1.6142 -0.28
H 2.7650 2.0710 2.2120 0.22
H 4.0853 -2.6617 -2.5147 0.41
H -3.4030 -4.2619 3.0263 0.48
H 4.9067 1.6755 0.6509 0.55
C -4.1438 -0.4435 0.4358 -1.33
N 1.3170 0.7349 -2.0940 0.91
H 3.4502 -2.2211 -4.0948 0.39
N -1.1118 -0.7673 -1.5006 0.82
C 0.9158 -5.9186 2.2933 -0.62
H 5.0794 -0.7801 1.3954 0.47
H -3.2193 4.5466 -2.1267 0.53
H -1.6971 6.5162 -2.2508 0.47
N -0.4685 -3.2680 -1.3018 0.37
C -0.9945 5.9645 -1.6328 -0.80
C 2.1850 0.2453 -2.8914 0.51
C 0.2173 -5.0990 1.4173 -0.73
F -0.7319 0.4818 -3.8036 -0.37
C -0.5320 4.1272 -0.1684 -0.93
F -1.6287 2.4230 -2.9281 -0.24
H 3.4881 2.0005 -0.3620 0.09
H -3.2340 4.4152 2.0231 0.34
H 0.2009 -0.1821 3.1953 -0.08
H -3.0245 3.3513 -0.8474 -0.03
H 4.5553 0.6209 -0.7269 0.26
C 1.7563 3.7528 0.7973 -0.88
B -0.7763 1.3940 -2.7372 0.95
H 1.4958 3.8652 1.8531 0.43
H 0.1031 -1.4220 4.4701 0.48
H -4.6888 -1.1046 -0.2433 0.44
C 2.6245 -1.1207 -2.4772 0.51
C -0.4692 -0.7107 3.8737 -1.45
H 2.6008 0.2053 -4.9730 0.38
C -2.2594 -0.6932 2.1055 -1.42
N -1.7328 0.5489 1.6641 1.33
H 2.2496 5.9919 -0.6800 0.43
C -2.8880 4.4048 -1.0973 -1.69
H -3.7587 0.7775 3.3145 0.43
H 3.6555 -1.5094 2.1425 0.34
H -1.6294 5.0963 1.7349 0.46
H 2.7828 4.0956 0.6653 0.54
C 0.8081 4.5301 -0.0799 0.59
H -3.7658 -1.7863 -3.0101 0.56
C -1.5756 -1.3999 3.1120 0.66
C 4.1025 1.2115 0.0787 -1.40
H -1.4955 -3.3015 -4.3314 0.40
C -1.5597 -3.8277 -3.3790 -1.89
C -3.3728 -1.2423 1.4607 1.55
H 2.2608 0.5288 2.9312 0.09
H -3.5450 4.9976 -0.4548 0.39
N 1.8043 -5.4703 3.1837 -0.59
C -1.8004 -1.5110 -2.2470 0.32
C -3.0788 -3.2589 2.7703 -1.07
H 3.9743 0.9879 2.9381 0.49
C -2.1617 4.2461 2.1544 -2.27
H 3.9154 -1.6784 0.4025 0.20
H -0.8761 -4.6661 -3.3776 0.43
C -2.2408 1.6518 2.0462 1.30
H -4.8872 0.1979 0.9226 0.36
H 4.5859 -1.1310 -3.2876 0.58
H -1.4877 -3.2370 4.2096 0.42
C 3.2655 0.3180 1.0148 1.35